1.
Here is a molecular structure, C55H57BrKN6OP2S from OMol25. Energies are from ωB97M-V/def2-TZVPD.

Element x y z (Å)
K: -0.287 -0.572 0.118
O: 0.696 1.520 -1.953
C: 1.426 1.006 -3.030
C: 1.126 1.407 -4.324
C: 1.860 0.893 -5.379
C: 2.884 -0.015 -5.137
C: 3.142 -0.431 -3.839
C: 2.405 0.056 -2.755
P: 2.568 -0.547 -1.011
C: 3.853 0.570 -0.323
C: 4.324 0.314 0.971
C: 5.224 1.171 1.585
C: 5.655 2.318 0.925
C: 5.190 2.587 -0.355
C: 4.298 1.714 -0.976
C: 3.478 -2.130 -1.299
C: 4.808 -2.378 -0.970
C: 5.381 -3.627 -1.212
C: 4.639 -4.640 -1.799
C: 3.312 -4.401 -2.144
C: 2.742 -3.163 -1.885
C: 0.411 2.881 -1.945
C: 1.343 3.794 -2.429
C: 1.046 5.143 -2.416
C: -0.175 5.589 -1.920
C: -1.073 4.670 -1.407
C: -0.797 3.300 -1.394
P: -1.938 2.077 -0.605
C: -2.677 3.159 0.703
C: -3.892 3.837 0.587
C: -4.323 4.699 1.594
C: -3.545 4.897 2.729
C: -2.346 4.207 2.864
C: -1.927 3.340 1.862
C: -3.317 1.968 -1.801
C: -4.510 1.372 -1.382
C: -5.553 1.165 -2.274
C: -5.408 1.531 -3.609
C: -4.224 2.116 -4.035
C: -3.186 2.341 -3.133
H: 0.335 2.127 -4.501
H: 1.631 1.207 -6.392
H: 3.472 -0.408 -5.959
H: 3.922 -1.161 -3.660
H: 3.982 -0.575 1.494
H: 5.587 0.950 2.584
H: 6.352 2.994 1.405
H: 5.530 3.473 -0.880
H: 3.959 1.929 -1.983
H: 5.414 -1.600 -0.528
H: 6.419 -3.801 -0.945
H: 5.089 -5.609 -1.989
H: 2.721 -5.185 -2.607
H: 1.705 -2.990 -2.156
H: 2.289 3.447 -2.824
H: 1.775 5.851 -2.796
H: -0.415 6.645 -1.919
H: -2.008 5.021 -0.989
H: -4.502 3.717 -0.299
H: -5.264 5.227 1.480
H: -3.877 5.574 3.509
H: -1.748 4.321 3.762
H: -1.007 2.783 1.998
H: -4.630 1.077 -0.344
H: -6.477 0.714 -1.930
H: -6.217 1.364 -4.311
H: -4.106 2.410 -5.073
H: -2.271 2.810 -3.477
Br: 2.418 -8.299 1.834
C: 2.250 -6.423 1.909
C: 1.602 -5.757 0.884
C: 1.506 -4.374 0.935
C: 2.020 -3.658 2.007
C: 2.683 -4.344 3.020
C: 2.801 -5.728 2.974
N: 1.875 -2.237 1.974
C: 1.760 -1.600 3.062
C: 1.713 -0.107 3.100
C: 2.036 0.549 4.277
C: 2.095 1.937 4.277
C: 1.827 2.616 3.102
C: 1.486 1.876 1.978
N: 1.415 0.545 1.969
H: 1.195 -6.310 0.045
H: 1.029 -3.825 0.129
H: 3.151 -3.799 3.835
H: 3.328 -6.261 3.756
H: 1.723 -2.105 4.032
H: 2.250 -0.020 5.174
H: 2.350 2.476 5.182
H: 1.869 3.698 3.051
H: 1.272 2.379 1.032
C: -2.583 -1.293 -2.942
N: -2.094 -1.991 -1.744
C: -1.098 -2.972 -2.164
C: -3.199 -2.627 -1.026
C: -2.798 -3.160 0.345
N: -2.139 -2.155 1.177
C: -1.568 -2.784 2.371
C: -3.071 -1.098 1.575
H: -2.969 -1.997 -3.698
H: -1.769 -0.720 -3.397
H: -3.383 -0.603 -2.680
H: -1.531 -3.754 -2.802
H: -0.630 -3.460 -1.302
H: -0.318 -2.464 -2.739
H: -3.620 -3.461 -1.606
H: -3.995 -1.887 -0.924
H: -2.110 -4.003 0.231
H: -3.694 -3.556 0.843
H: -2.334 -3.280 2.988
H: -1.083 -2.024 2.993
H: -0.827 -3.532 2.082
H: -3.920 -1.498 2.155
H: -3.469 -0.583 0.695
H: -2.558 -0.365 2.202
N: -4.189 1.803 3.702
C: -3.446 0.969 4.449
N: -4.142 0.124 5.237
S: -1.766 0.950 4.367
H: -5.190 1.853 3.783
H: -3.713 2.492 3.141
H: -5.127 0.242 5.408
H: -3.613 -0.445 5.872

Kohn-Sham gap (eV): 7.798
Electronic energy (Ha): -6788.5794
Total charge: +1

Löwdin atomic charge list, values in e, 99 entries: 0.501 -0.089 -0.288 -0.016 -0.059 -0.066 -0.060 -0.288 1.088 -0.361 -0.129 -0.074 -0.080 -0.072 -0.076 -0.372 -0.073 -0.068 -0.076 -0.079 -0.135 -0.279 -0.010 -0.054 -0.066 -0.066 -0.287 1.109 -0.367 -0.090 -0.073 -0.087 -0.108 -0.143 -0.393 -0.143 -0.078 -0.076 -0.067 -0.081 0.124 0.112 0.110 0.111 0.093 0.108 0.106 0.106 0.092 0.098 0.108 0.108 0.109 0.076 0.119 0.114 0.110 0.108 0.102 0.109 0.112 0.112 0.063 0.099 0.110 0.108 0.109 0.101 0.763 -0.698 -0.114 -0.043 -0.265 -0.015 -0.111 0.122 -0.098 -0.282 -0.019 -0.043 -0.040 -0.143 0.051 0.107 0.087 0.113 0.107 0.131 0.121 0.117 0.116 0.115 -0.076 -0.283 -0.102 -0.194 -0.196 -0.339 -0.084



2.
Here is a molecular structure, C55H57MnN9O2S2Si at a distorted geometry from OMol25. Energies are from ωB97M-V/def2-TZVPD.

Element x y z (Å)
Mn: -0.256 -0.066 0.655
C: -2.127 2.536 3.820
C: -1.191 1.680 3.299
N: -0.783 1.727 2.027
C: -1.321 2.692 1.254
C: -2.274 3.581 1.814
N: -2.686 3.510 3.056
C: -0.954 2.672 -0.136
C: -1.404 3.601 -1.084
C: -1.132 3.454 -2.418
C: -0.264 2.365 -2.782
C: 0.167 1.503 -1.822
N: -0.187 1.588 -0.526
C: 1.057 0.336 -2.128
C: 2.105 0.424 -3.045
N: 2.974 -0.568 -3.236
C: 2.792 -1.646 -2.488
C: 1.753 -1.730 -1.578
N: 0.883 -0.751 -1.410
C: -1.763 4.314 -3.451
C: -1.317 4.318 -4.769
C: -1.988 5.062 -5.729
N: -3.061 5.814 -5.478
C: -3.475 5.832 -4.204
C: -2.876 5.114 -3.183
H: -2.455 2.459 4.850
H: -0.735 0.918 3.924
H: -2.722 4.358 1.202
H: -1.979 4.457 -0.740
H: 0.017 2.184 -3.811
H: 2.255 1.339 -3.613
H: 3.491 -2.467 -2.622
H: 1.603 -2.618 -0.966
H: -0.439 3.757 -5.063
H: -1.647 5.047 -6.761
H: -4.348 6.445 -3.995
H: -3.301 5.167 -2.188
C: 3.532 0.141 6.733
C: 2.709 -0.614 5.717
C: 3.315 -1.444 4.777
C: 2.565 -2.116 3.821
C: 1.184 -1.957 3.796
C: 0.559 -1.143 4.739
C: 1.322 -0.485 5.689
S: 0.270 -2.742 2.493
O: 1.275 -2.976 1.473
O: -0.423 -3.882 3.026
N: -0.704 -1.619 1.919
C: -2.072 -1.529 2.328
C: -2.689 -2.087 3.429
C: -4.049 -1.827 3.728
C: -4.818 -1.042 2.930
C: -4.245 -0.494 1.759
C: -4.980 0.300 0.849
C: -4.376 0.789 -0.264
C: -3.013 0.510 -0.475
N: -2.287 -0.197 0.347
C: -2.888 -0.729 1.466
H: 4.517 -0.312 6.860
H: 3.035 0.166 7.706
H: 3.682 1.178 6.412
H: 4.396 -1.558 4.782
H: 3.043 -2.752 3.085
H: -0.517 -1.014 4.723
H: 0.829 0.151 6.419
H: -2.139 -2.764 4.064
H: -4.478 -2.269 4.620
H: -5.856 -0.829 3.169
H: -6.031 0.501 1.051
H: -4.915 1.380 -0.997
H: -2.516 0.884 -1.362
N: 1.727 -0.083 1.291
S: 2.976 0.871 1.150
C: 2.961 1.985 2.546
C: 3.569 3.231 2.434
C: 3.481 4.118 3.499
C: 2.775 3.758 4.643
C: 2.157 2.512 4.727
C: 2.245 1.618 3.669
C: 4.376 -0.138 1.609
C: 5.427 0.360 2.367
C: 6.501 -0.472 2.661
C: 6.518 -1.786 2.205
C: 5.458 -2.271 1.447
C: 4.385 -1.445 1.139
H: 1.960 -0.982 1.698
H: 4.099 3.503 1.523
H: 3.949 5.094 3.431
H: 2.695 4.458 5.468
H: 1.593 2.241 5.615
H: 1.752 0.646 3.693
H: 5.410 1.375 2.742
H: 7.325 -0.089 3.252
H: 7.357 -2.431 2.445
H: 5.460 -3.298 1.092
H: 3.547 -1.829 0.569
C: -0.222 -3.174 -3.709
Si: -1.610 -2.818 -2.494
C: -3.046 -2.102 -3.521
C: -2.586 -0.736 -4.056
C: -3.378 -3.003 -4.729
C: -4.322 -1.928 -2.689
C: -1.940 -4.344 -1.421
C: -2.492 -5.500 -2.273
C: -2.919 -4.036 -0.280
C: -0.603 -4.774 -0.804
H: -0.558 -3.857 -4.505
H: 0.636 -3.642 -3.215
H: 0.129 -2.250 -4.186
H: -1.744 -0.843 -4.753
H: -2.260 -0.061 -3.254
H: -3.409 -0.247 -4.600
H: -2.518 -3.124 -5.398
H: -4.194 -2.550 -5.315
H: -3.710 -4.001 -4.418
H: -4.146 -1.370 -1.766
H: -4.752 -2.897 -2.416
H: -5.079 -1.385 -3.275
H: -3.498 -5.284 -2.649
H: -2.558 -6.413 -1.660
H: -1.847 -5.724 -3.132
H: -3.897 -3.710 -0.644
H: -2.523 -3.257 0.381
H: -3.070 -4.939 0.329
H: 0.113 -5.102 -1.570
H: -0.767 -5.615 -0.116
H: -0.143 -3.968 -0.224

Expectation value of S²: 8.796
2S+1: 6
Kohn-Sham gap (alpha / beta) (eV): 5.109 / 6.527
Electronic energy (Ha): -5010.1851

Löwdin atomic charge list, values in e, 99 entries: 0.663 -0.133 -0.129 0.073 -0.216 -0.085 0.071 -0.222 0.023 -0.149 0.012 -0.237 0.029 -0.207 -0.059 0.096 -0.123 -0.149 0.094 -0.166 -0.025 -0.147 0.049 -0.148 -0.025 0.096 0.084 0.105 0.105 0.101 0.119 0.114 0.099 0.100 0.103 0.103 0.101 -0.034 -0.277 -0.020 -0.055 -0.268 -0.065 -0.069 0.579 -0.342 -0.279 -0.176 -0.255 -0.027 -0.064 -0.045 -0.147 0.006 -0.039 -0.129 0.060 -0.159 0.080 0.084 0.068 0.116 0.107 0.101 0.122 0.098 0.108 0.114 0.125 0.118 0.103 -0.352 1.096 -0.399 -0.092 -0.072 -0.064 -0.073 -0.079 -0.361 -0.067 -0.072 -0.073 -0.062 -0.092 -0.032 0.116 0.107 0.108 0.105 0.079 0.105 0.109 0.107 0.116 0.090 -0.202 0.836 -0.658



3.
Here is 7 unconnected molecules or ions with the total composition C55H57NO14P at a distorted geometry from OMol25. Energies are from ωB97M-V/def2-TZVPD.

Element x y z (Å)
C: -2.408 -4.680 3.071
C: -3.152 -4.744 1.983
C: -4.249 -4.790 0.797
P: -4.927 -3.003 0.449
C: -3.563 -2.679 -0.897
C: -2.681 -1.357 -0.628
C: -1.333 -1.451 -1.555
C: -0.086 -1.709 -0.563
C: 0.184 -0.341 0.254
C: 1.498 0.380 -0.399
O: 2.662 -0.277 0.217
C: 3.673 0.677 0.552
C: 3.900 1.017 2.106
O: 4.362 1.278 -0.354
C: -5.579 -1.230 0.182
C: -7.106 -0.958 0.632
C: -7.288 0.613 1.025
C: -6.594 1.637 0.001
N: -6.762 3.091 0.363
C: -7.407 3.744 1.493
C: -7.126 5.267 1.202
C: -6.276 5.428 -0.120
C: -6.085 3.957 -0.628
H: -1.821 -4.969 4.022
H: -3.843 -5.318 -0.138
H: -5.141 -5.404 1.188
H: -3.998 -2.470 1.432
H: -5.892 -3.225 1.498
H: -5.826 -3.484 -0.597
H: -4.033 -2.613 -1.962
H: -2.805 -3.566 -0.968
H: -3.197 -0.367 -0.955
H: -2.395 -1.311 0.489
H: -1.177 -0.507 -2.196
H: -1.416 -2.338 -2.284
H: 0.882 -2.023 -1.095
H: -0.401 -2.552 0.164
H: -0.675 0.429 0.165
H: 0.322 -0.589 1.369
H: 1.483 0.119 -1.522
H: 1.446 1.516 -0.203
H: 4.375 2.050 2.266
H: 2.857 1.019 2.624
H: 4.560 0.177 2.553
H: -5.478 -0.885 -0.930
H: -4.923 -0.494 0.811
H: -7.454 -1.656 1.500
H: -7.781 -1.199 -0.274
H: -6.953 0.833 2.107
H: -8.436 0.830 1.005
H: -5.445 1.482 -0.121
H: -7.049 1.445 -1.052
H: -7.948 3.220 2.352
H: -7.436 6.158 1.848
H: -5.852 6.349 -0.647
H: -5.516 3.533 -1.541
C: 2.678 3.799 -1.508
C: 3.811 4.447 -1.787
C: 3.798 5.865 -2.206
O: 4.831 6.460 -2.462
C: 2.484 6.536 -2.303
C: 1.353 5.887 -2.024
C: 1.365 4.470 -1.606
O: 0.332 3.877 -1.350
H: 2.668 2.761 -1.201
H: 4.781 3.971 -1.720
H: 2.494 7.574 -2.610
H: 0.382 6.363 -2.091
C: 7.341 0.743 -1.765
C: 6.595 0.659 -2.868
C: 7.189 0.829 -4.209
O: 6.508 0.754 -5.217
C: 8.642 1.095 -4.283
C: 9.387 1.179 -3.180
C: 8.793 1.009 -1.837
O: 9.474 1.084 -0.829
H: 6.921 0.622 -0.774
H: 5.530 0.464 -2.830
H: 9.061 1.216 -5.274
H: 10.452 1.375 -3.217
C: -11.293 -2.396 4.081
C: -10.019 -2.291 3.696
C: -9.361 -3.366 2.924
O: -8.199 -3.272 2.575
C: -10.167 -4.559 2.594
C: -11.440 -4.664 2.979
C: -12.099 -3.590 3.751
O: -13.263 -3.684 4.101
H: -11.791 -1.619 4.648
H: -9.415 -1.423 3.929
H: -9.669 -5.336 2.027
H: -12.045 -5.532 2.745
C: 0.407 -3.903 8.488
C: -0.200 -4.782 7.689
C: 0.155 -4.891 6.259
O: -0.400 -5.692 5.528
C: 1.209 -3.990 5.748
C: 1.816 -3.111 6.547
C: 1.461 -3.001 7.977
O: 2.016 -2.200 8.708
H: 0.158 -3.809 9.538
H: -0.974 -5.450 8.047
H: 1.458 -4.084 4.698
H: 2.590 -2.443 6.189
C: 5.628 -2.401 -4.894
C: 4.585 -1.614 -5.165
C: 3.233 -2.175 -5.368
O: 2.282 -1.458 -5.617
C: 3.081 -3.642 -5.259
C: 4.124 -4.429 -4.988
C: 5.476 -3.867 -4.785
O: 6.429 -4.585 -4.536
H: 6.625 -2.007 -4.743
H: 4.680 -0.539 -5.247
H: 2.084 -4.036 -5.410
H: 4.030 -5.504 -4.906
C: 9.536 4.319 -1.728
C: 10.667 4.970 -2.005
C: 10.653 6.387 -2.423
O: 11.685 6.982 -2.679
C: 9.338 7.055 -2.520
C: 8.206 6.404 -2.243
C: 8.222 4.987 -1.825
O: 7.191 4.390 -1.569
H: 9.527 3.282 -1.420
H: 11.638 4.495 -1.938
H: 9.345 8.094 -2.828
H: 7.235 6.878 -2.310

Kohn-Sham gap (eV): 3.126
Electronic energy (Ha): -3578.8268
Total charge: -1

Löwdin atomic charge list, values in e, 99 entries: 0.013 -0.182 -0.386 0.380 -0.367 -0.273 -0.226 -0.215 -0.161 -0.164 -0.093 -0.368 0.000 0.001 -0.406 -0.248 -0.215 -0.195 -0.180 -0.054 -0.112 -0.093 -0.078 -0.009 0.055 0.059 -0.023 -0.033 -0.011 0.080 0.069 0.094 0.094 0.101 0.095 0.102 0.117 0.120 0.116 0.139 0.113 0.092 0.100 0.099 0.080 0.079 0.069 0.104 0.108 0.106 0.120 0.136 0.101 0.059 0.066 0.115 0.031 0.038 -0.372 0.086 0.018 0.023 -0.377 0.109 0.075 0.101 0.119 0.122 0.034 0.030 -0.378 0.087 0.031 0.012 -0.402 0.089 0.116 0.120 0.123 0.124 0.013 0.030 -0.370 0.087 0.030 0.012 -0.396 0.085 0.118 0.125 0.126 0.118 0.017 0.025 -0.377 0.084 0.031 0.019 -0.391